Record 1
15
Properties=species:S:1:pos:R:3:forces:R:3:mulliken_charge:R:1 method="wB97M-V/def2-TZVPD" homo_ha=-0.3055
C -1.910223 -0.107622 -0.215988 0.0 0.2 0.0 -0.8466
C -0.950659 0.841547 0.024618 -0.3 -0.2 -0.2 -0.1694
O -0.436197 0.930661 1.325662 -0.1 0.0 0.0 -0.4015
C 0.878951 0.492905 1.086918 0.3 0.1 0.1 -0.2170
C 1.089415 -0.832661 0.368329 0.1 0.1 -0.1 -0.3371
C 1.116921 0.317642 -0.342171 -0.1 -0.2 0.3 0.1840
O 1.681719 0.926419 -1.406558 0.1 -0.2 -0.1 -0.4939
H -1.012724 -1.426669 -0.189219 0.1 0.0 0.0 0.0080
H -2.417547 -0.556156 0.634115 0.1 0.0 -0.1 0.3789
H -2.450153 -0.099021 -1.159366 0.1 0.0 0.1 0.3262
H -0.781733 1.700280 -0.621169 0.0 -0.1 0.1 0.4180
H 1.582276 0.850907 1.840708 -0.1 -0.1 -0.1 0.3969
H -0.178852 -1.605288 0.048841 -0.1 0.0 0.0 0.0140
H 1.730923 -1.676517 0.584185 -0.1 0.1 0.0 0.4189
H 2.057887 0.243575 -1.978901 0.0 0.1 0.0 0.3205


Record 2
15
Properties=species:S:1:pos:R:3:forces:R:3:mulliken_charge:R:1 method="wB97M-V/def2-TZVPD" homo_ha=-0.3679 smiles="O=CCC=O.C=C"
C 1.364327 0.613827 -1.153092 0.1 -0.1 0.0 -0.2923
C 0.171241 -0.164515 -1.656489 -0.1 -0.2 -0.1 -0.0391
O 0.129701 -1.362785 -1.728700 0.2 0.2 -0.2 -0.4407
C -1.220402 -1.369522 0.896530 0.0 0.1 0.1 -0.5735
C -1.244289 -0.370250 1.767796 0.0 -0.1 -0.1 -0.5179
O 1.426821 0.978117 1.219190 -0.1 0.3 -0.5 -0.4537
C 0.961030 1.274555 0.148657 0.3 0.0 0.4 -0.0056
H 2.219359 -0.050704 -1.013944 -0.1 0.1 0.1 0.2534
H 1.599089 1.395417 -1.885688 0.0 0.0 0.1 0.2971
H -0.712507 0.443885 -1.935065 0.0 0.0 0.0 0.3440
H -0.451572 -2.132530 0.934302 -0.1 0.0 0.0 0.2478
H -1.935751 -1.462181 0.085654 0.0 0.1 0.1 0.3049
H -1.973837 0.428497 1.706877 -0.1 -0.1 0.0 0.2649
H -0.505978 -0.274633 2.555727 0.0 -0.1 -0.1 0.2611
H 0.172770 2.052822 0.058246 0.1 -0.1 0.1 0.3496


Record 3
15
Properties=species:S:1:pos:R:3:forces:R:3:mulliken_charge:R:1 method="wB97M-V/def2-TZVPD" homo_ha=-0.3221
O -2.239715 0.758148 0.924135 0.0 0.2 -0.1 -0.5536
C -1.208946 -0.188727 0.850511 0.1 -0.3 0.1 0.1754
C -0.719367 -0.612520 -0.554999 -0.1 -0.1 -0.1 -1.0584
C 0.722321 -0.334887 -0.119163 -0.1 -0.3 0.2 0.5686
C 2.337831 -0.082633 -1.723151 -0.3 0.4 -0.1 -0.3845
O 1.395765 0.527695 -1.058206 0.4 -0.3 -0.2 -0.2755
C 0.228569 0.286493 1.195057 0.1 0.1 0.1 -1.0544
H -1.955785 1.538286 0.429079 -0.1 -0.1 0.1 0.3327
H -1.539571 -1.035888 1.455828 0.1 0.1 0.0 0.3871
H -1.044449 0.091903 -1.329283 0.1 -0.1 0.1 0.3072
H -0.930545 -1.630602 -0.891179 0.0 0.2 0.1 0.2450
H 1.364509 -1.207894 -0.009086 -0.1 0.0 0.0 0.5845
H 2.594071 0.660682 -2.510552 0.2 0.1 0.2 0.2197
H 0.317390 1.376254 1.247805 0.0 -0.1 -0.1 0.2813
H 0.677915 -0.146308 2.093209 -0.1 0.1 -0.1 0.2249


Record 4
15
Properties=species:S:1:pos:R:3:forces:R:3:mulliken_charge:R:1 method="wB97M-V/def2-TZVPD" homo_ha=-0.3213 smiles="C=CO[C@H]1C=C1O.[H][H]"
C 1.484939 -1.371486 1.340096 -0.1 0.0 -0.1 -0.8056
C 0.630233 -1.164813 0.342650 0.3 0.0 0.1 0.1096
O -0.714096 -1.261234 0.501540 0.1 0.0 0.1 -0.3991
C -1.520339 -0.457605 -0.346617 -0.2 -0.1 -0.2 -0.3589
C -1.471188 1.038340 -0.283604 0.1 0.1 -0.2 -0.1340
C -0.968817 0.462229 -1.336970 -0.1 0.0 0.3 0.1003
O -0.340286 0.509729 -2.514014 0.0 0.2 0.1 -0.4686
H 1.241501 1.520680 1.171737 0.0 0.1 0.0 -0.2425
H 1.134136 -1.574466 2.346738 0.0 0.0 -0.1 0.2655
H 2.552508 -1.360594 1.151418 -0.2 0.0 0.0 0.2717
H 0.965407 -0.949773 -0.673932 0.0 0.0 0.2 0.3053
H -2.456009 -0.999072 -0.492602 0.1 0.1 0.0 0.3920
H 1.291183 2.263980 1.195545 0.0 0.0 0.0 0.2502
H -1.708129 1.910794 0.304363 0.0 -0.1 -0.1 0.3796
H -0.121043 1.433291 -2.706347 0.0 -0.1 0.0 0.3345


Record 5
15
Properties=species:S:1:pos:R:3:forces:R:3:mulliken_charge:R:1 method="wB97M-V/def2-TZVPD" homo_ha=-0.3196
O -1.124221 -1.203266 1.040621 0.1 0.0 0.1 -0.4799
C -1.431253 -0.098662 0.203834 -0.1 0.1 -0.1 -0.2655
C -0.334647 0.973456 0.156101 0.0 0.0 0.1 -0.8987
C 0.965914 0.426549 -0.423659 -0.3 -0.2 0.0 0.7472
O 1.941539 1.446293 -0.396327 0.3 -0.1 0.0 -0.5123
C 1.413337 -0.829939 0.232414 -0.4 -0.1 0.1 -0.4938
C 0.580009 -1.658835 0.825112 0.5 -0.1 -0.3 -0.6358
H 0.063661 -0.989987 1.677851 -0.2 0.2 0.0 0.3752
H -2.364091 0.345861 0.572088 0.2 -0.1 0.0 0.3023
H -1.616373 -0.475598 -0.813334 0.0 0.0 0.1 0.2775
H -0.128581 1.358934 1.162471 -0.1 -0.1 -0.1 0.3289
H -0.680446 1.819236 -0.447378 0.0 -0.1 0.1 0.3320
H 0.768917 0.110168 -1.467821 0.0 0.0 0.1 0.1667
H 2.797668 0.998737 -0.356458 -0.1 0.1 0.0 0.3478
H 0.558353 -2.712684 1.066734 -0.1 0.2 0.0 0.4085


Record 6
15
Properties=species:S:1:pos:R:3:forces:R:3:mulliken_charge:R:1 method="wB97M-V/def2-TZVPD" homo_ha=-0.3522 smiles="C1=CCOCOC1"
C -0.961368 1.326193 -0.058101 -0.5 2.3 2.9 -0.2383
C -0.617430 -0.687631 -1.181443 1.6 -1.6 -3.6 -0.3980
C 0.550397 -1.333358 -0.477024 0.2 -3.2 -1.8 -0.1403
C 1.245394 -0.802602 0.477484 1.9 0.2 4.5 -0.3265
C 0.840092 0.485615 1.222337 -3.4 -3.5 -4.1 -0.5409
H -1.288890 2.261644 -0.662035 0.9 -1.8 0.2 0.2522
H -1.583170 1.404188 0.941805 1.3 0.5 -1.4 0.2672
H -0.326474 -0.107414 -2.065597 0.9 -0.1 -0.2 0.2976
H -1.346475 -1.350020 -1.652204 0.5 -1.0 0.3 0.3400
H 0.895798 -2.424410 -0.716938 -1.0 2.1 -0.1 0.2225
H 1.989937 -1.404671 1.134128 -1.0 0.7 -1.7 0.2447
H -0.063881 0.116612 1.763198 1.0 1.0 0.9 0.3112
H 1.599525 1.045267 1.513485 3.6 1.4 3.3 0.4661
O -1.376129 0.091424 -0.449076 -3.0 1.5 2.5 -0.3346
O 0.442674 1.379163 0.209981 -2.9 1.5 -1.5 -0.4229


Record 7
15
Properties=species:S:1:pos:R:3:forces:R:3:mulliken_charge:R:1 method="wB97M-V/def2-TZVPD" homo_ha=-0.3612 smiles=C1O[C@H]2C[C@@H]1CO2
C 1.043633 0.769877 -0.642872 0.4 0.0 0.1 -0.5516
O -0.172566 0.944433 -1.409875 -0.3 0.1 0.6 -0.4304
C -1.127581 0.280407 -0.630167 -0.1 0.6 2.2 0.0720
C -0.712856 0.522985 0.873512 0.3 -0.2 -0.2 -0.7597
C 0.611466 -0.096428 0.549976 0.6 -0.2 0.1 -0.2304
C 0.158262 -1.438295 -0.045656 0.3 -0.2 0.2 -0.5487
O -1.004636 -1.098215 -0.840794 -0.2 0.4 0.5 -0.4301
H 1.388797 1.765496 -0.346521 0.1 -0.1 0.1 0.3148
H 1.818228 0.269089 -1.232377 -0.2 0.1 -0.1 0.3121
H -2.080466 0.717687 -0.458115 -1.6 0.0 -2.4 0.4939
H -1.342620 -0.020828 1.599570 0.3 0.0 -0.5 0.3539
H -0.692459 1.585876 1.174076 0.1 -0.4 -0.4 0.3531
H 1.328016 -0.165264 1.357399 0.4 -0.1 0.0 0.4255
H 0.946097 -1.880426 -0.664074 -0.2 0.0 -0.1 0.3097
H -0.161314 -2.156393 0.715918 0.2 0.0 0.0 0.3158


Record 8
15
Properties=species:S:1:pos:R:3:forces:R:3:mulliken_charge:R:1 method="wB97M-V/def2-TZVPD" homo_ha=-0.3176
C -1.285982 0.569056 0.463140 -0.1 -0.1 0.2 -0.4787
O -0.692921 1.289859 -0.641977 0.0 0.1 0.0 -0.4429
C 0.387244 0.534346 -1.096416 0.1 -0.1 -0.2 -0.0019
C 0.036885 -0.911209 -0.786129 0.0 0.0 -0.1 -0.5982
C -0.311920 -0.590822 0.678313 0.0 0.1 0.1 -0.1043
C 0.949948 -0.055824 1.326146 -0.1 -0.3 0.0 -0.7292
O 1.558761 0.785551 -0.301867 -0.1 0.1 0.2 -0.4370
H -2.294702 0.246210 0.175696 0.1 0.0 0.0 0.2994
H -1.336632 1.233862 1.329701 0.0 -0.1 -0.1 0.3301
H 0.621981 0.805953 -2.126166 0.0 0.0 0.1 0.4153
H 0.890689 -1.582228 -0.905212 -0.1 0.1 0.0 0.3027
H -0.816860 -1.266383 -1.371725 0.1 0.1 0.1 0.3201
H -0.720968 -1.430603 1.250399 0.1 0.1 0.0 0.4685
H 1.305845 1.221372 0.619768 0.1 0.0 -0.2 0.4452
H 1.708634 -0.849135 1.386323 -0.1 0.1 0.0 0.2109


Record 9
16
Properties=species:S:1:pos:R:3:forces:R:3:mulliken_charge:R:1 method="wB97M-V/def2-TZVPD" homo_ha=-0.1472 charge=-1
C -4.001242 -1.750399 -0.092900 -0.9 1.6 -1.3 -0.0729
C -3.710129 -2.895901 -0.180651 0.6 -1.6 0.7 -0.1504
C -4.464013 -0.370560 0.009453 0.4 0.1 -4.1 -0.8194
C 5.908739 0.920233 0.649680 -0.9 1.1 2.9 -0.4712
C 5.292955 0.876896 -0.507025 -1.2 0.0 -1.1 -0.3739
O -0.606234 0.191591 0.242693 0.3 0.0 0.7 -0.4704
O -1.892579 1.767579 -1.188964 -0.4 0.7 0.1 -0.5140
P -1.117307 1.591788 0.087297 -0.1 -0.7 -0.7 -0.0031
H -4.477332 -0.377657 1.030340 -0.1 1.7 2.9 0.2475
H -3.747887 0.348987 -0.567305 -1.1 -1.0 1.5 0.1746
H -5.505720 -0.247216 -0.409378 1.0 -0.2 0.5 0.2715
H -3.384921 -3.827851 0.192638 0.2 -0.5 -0.4 0.3364
H 6.245415 1.833088 1.183654 0.7 -0.4 -1.2 0.2188
H 5.621411 0.216711 1.454420 0.4 -0.2 -0.9 0.2066
H 5.263409 1.677838 -1.289617 0.3 -0.8 0.9 0.2171
H 4.575440 0.044875 -0.614342 0.7 0.3 -0.6 0.2027


Record 10
16
Properties=species:S:1:pos:R:3:forces:R:3:mulliken_charge:R:1 method="wB97M-V/def2-TZVPD" homo_ha=-0.3291 smiles=S[C@@H]1C[C@@]12COCO2
C 1.511484 0.415070 -0.451697 0.4 0.0 -0.4 -0.3913
C 1.060165 1.140079 0.800267 -0.4 0.2 -0.5 -0.8415
C 0.133091 0.216223 0.077446 -0.1 -0.1 0.3 0.8290
C -1.124709 0.661756 -0.655405 0.3 0.1 0.1 -0.4644
C -1.548929 -1.282281 0.330677 -0.1 0.7 0.3 -0.1837
H 1.821091 -1.897398 -0.288096 -0.1 -0.1 0.0 0.1416
H 1.599835 1.017911 -1.358980 0.0 -0.2 0.3 0.3107
H 0.869615 2.203125 0.721951 0.0 0.0 0.0 0.2560
H 1.471276 0.814002 1.730654 0.2 -0.2 0.4 0.2764
H -0.907657 1.094338 -1.629485 -0.1 0.0 0.0 0.3805
H -1.684835 1.382966 -0.038159 0.0 -0.2 -0.1 0.2616
H -2.184563 -0.948180 1.174662 0.2 0.0 -0.2 0.2671
H -1.715643 -2.315608 0.118661 0.1 -0.7 0.0 0.2378
O -1.833396 -0.554149 -0.829674 0.0 0.3 0.0 -0.3957
O -0.187688 -1.037540 0.645311 0.0 0.0 -0.1 -0.4232
S 2.720857 -0.910315 -0.348140 -0.1 0.3 0.0 -0.2608


Record 11
16
Properties=species:S:1:pos:R:3:forces:R:3:mulliken_charge:R:1 method="wB97M-V/def2-TZVPD" homo_ha=-0.3380 smiles="O=C(O)O.C=C=CC"
C 2.027098 0.762250 -0.382964 0.1 0.4 -0.3 -0.9453
C 1.198295 0.004529 0.595002 -0.8 -1.0 0.2 -0.1615
C 0.030842 -2.239740 -0.003306 -0.8 0.1 0.0 -0.7227
C 0.464147 -1.050223 0.297376 1.6 0.3 0.3 0.1150
H 1.227763 0.334012 1.629149 -0.1 0.0 0.0 0.3164
H 1.497616 0.897463 -1.329893 0.2 0.0 0.1 0.2811
H 2.276070 1.749293 0.015356 0.0 -0.1 -0.1 0.3002
H 2.962728 0.224876 -0.571028 -0.1 0.1 -0.1 0.3116
H -1.005307 -2.387632 -0.289888 0.1 -0.1 -0.1 0.2704
H 0.669618 -3.113600 0.057605 0.0 0.1 0.0 0.2737
C -1.710736 0.833024 0.043006 -0.3 3.1 0.5 0.6878
O -2.468332 0.038958 0.817511 1.0 -0.1 -0.1 -0.4306
O -1.869845 0.533183 -1.250228 -0.4 -0.7 -0.2 -0.4439
O -1.124312 1.829984 0.455929 -0.8 -1.8 -0.6 -0.5653
H -2.206357 0.263714 1.728631 -0.2 -0.1 -0.3 0.3670
H -1.969288 1.319908 -1.812260 0.6 -0.1 0.6 0.3462


Record 12
16
Properties=species:S:1:pos:R:3:forces:R:3:mulliken_charge:R:1 method="wB97M-V/def2-TZVPD" homo_ha=-0.3514 smiles=C1OC[C@H]2O[C@@H]2CO1
C 0.353988 1.333417 -1.287031 -0.9 3.3 -0.2 -0.1235
C -1.482518 0.077547 -0.314331 -2.2 2.6 -0.5 -0.8696
C -0.732003 -0.262542 0.857635 -2.8 0.5 1.4 0.0478
C 0.267423 -1.113363 0.477055 4.0 0.5 2.2 0.1686
C 1.474780 -0.342339 0.556356 4.1 3.6 1.0 -0.5614
H 0.670282 1.557302 -2.497713 0.0 -1.1 3.5 0.1876
H -0.091345 2.478151 -0.921548 1.1 -2.9 -0.9 0.2311
H -2.189855 0.891044 -0.176084 0.3 1.0 0.5 0.3841
H -2.219492 -0.587744 -0.582350 -0.9 -2.5 -1.3 0.4400
H -0.594627 0.554746 1.491165 0.9 1.0 1.0 0.3153
H 0.052680 -1.759199 -0.220643 -0.3 -2.8 -4.7 0.5380
H 1.627787 0.123357 1.661333 -0.5 -1.3 -2.6 0.2393
H 2.517710 -0.678066 0.237679 -1.7 0.0 0.1 0.2612
O -0.637961 0.406918 -1.388708 -0.8 -1.3 -1.5 -0.3627
O -0.500307 -1.523861 1.540454 -1.5 0.3 1.7 -0.5165
O 1.255375 1.024952 -0.242988 1.2 -0.9 0.4 -0.3792


Record 13
16
Properties=species:S:1:pos:R:3:forces:R:3:mulliken_charge:R:1 method="wB97M-V/def2-TZVPD" homo_ha=-0.3588 smiles="COC(C)(C=O)C=O"
C -2.337336 -0.521658 -0.328505 1.2 0.9 1.0 -0.6082
C 0.117716 -0.271865 0.052152 -1.7 2.3 0.0 1.4619
C 0.129860 -0.527772 1.594221 -1.3 0.2 0.4 -1.3622
C 1.451808 -0.782702 -0.374955 0.3 -4.5 1.9 -0.4357
C 0.086319 1.248842 -0.378635 -0.3 0.3 0.8 -0.2024
H -2.558977 -0.844635 0.705732 0.2 0.5 -0.2 0.2346
H -2.301129 0.573835 -0.463526 -0.9 -0.4 0.5 0.2819
H -3.140317 -0.972099 -0.914126 0.8 -0.2 -0.6 0.2741
H -0.344671 -1.517519 1.631972 0.9 -0.3 0.4 0.4094
H 1.155374 -0.428611 2.111840 -1.8 -0.3 -1.0 0.3267
H -0.678799 0.055758 2.147643 1.4 0.0 -0.9 0.3225
H 1.536391 -1.983302 -0.149087 -0.4 2.0 -1.2 0.2690
H 0.496737 1.361438 -1.390234 -0.1 0.2 -0.2 0.3456
O -0.986125 -0.917733 -0.685762 1.0 -0.5 0.4 -0.4378
O 2.466033 -0.170775 -0.445850 0.2 1.1 -0.8 -0.4212
O -0.336759 2.199267 0.248378 0.4 -1.5 -0.5 -0.4580


Record 14
17
Properties=species:S:1:pos:R:3:forces:R:3:mulliken_charge:R:1 method="wB97M-V/def2-TZVPD" homo_ha=-0.0391 charge=-2
C 0.177253 3.372486 1.910154 -0.7 -0.9 0.3 -0.8058
C -0.447256 1.890210 2.049811 0.3 1.2 2.4 0.5041
O 0.008982 1.024825 1.308369 -0.1 -0.2 -0.5 -0.6282
O -1.230452 1.808289 3.054982 0.3 -0.2 -1.2 -0.7507
H -0.232284 3.784794 0.983879 0.4 0.3 0.0 0.1911
H 1.263300 3.315199 1.946186 0.2 -0.1 -0.6 0.2392
H -0.105950 3.949320 2.792489 -0.3 0.1 -0.2 0.2455
C -0.056667 -1.535949 -0.969468 -0.7 -0.3 0.3 -0.0840
C 0.850490 -1.517025 -2.180050 0.2 0.1 -0.6 -1.0940
C -0.922634 -2.838059 -0.854623 0.7 0.4 0.8 0.4143
O -0.288676 -3.903841 -1.069646 -0.1 -0.3 -0.4 -0.7549
O -2.096284 -2.708481 -0.446951 -0.1 -0.1 -0.4 -0.7419
H 0.524402 -1.420114 -0.048971 0.1 -0.3 -0.1 0.1576
H -0.699620 -0.657898 -0.900781 -0.1 0.0 -0.4 0.2497
H 1.230260 -0.495518 -2.331831 0.3 -0.3 0.0 0.3406
H 0.362897 -1.817153 -3.117699 -0.4 0.2 0.2 0.2706
H 1.662235 -2.251082 -2.125855 0.1 0.3 0.4 0.2466


Record 15
17
Properties=species:S:1:pos:R:3:forces:R:3:mulliken_charge:R:1 method="wB97M-V/def2-TZVPD" homo_ha=-0.0398 charge=-2
C 0.107482 -2.485139 -0.445362 0.5 -0.3 0.6 -0.7658
C 0.696457 -1.766898 -1.709593 0.5 -3.7 0.8 0.4474
O 1.337335 -0.832117 -1.312710 2.0 4.0 -0.3 -0.5650
O 0.761987 -2.373303 -2.814271 -1.0 0.2 -0.2 -0.7918
H 0.505359 -1.930827 0.457941 -0.6 -0.6 -1.1 0.2154
H 0.577476 -3.516555 -0.400862 -1.2 0.8 -0.2 0.3057
H -0.983241 -2.399567 -0.425097 0.1 -0.7 0.1 0.1700
C 0.134313 1.324968 1.124730 2.2 -0.6 -1.9 0.0724
C 0.028659 1.706204 -0.371779 -0.3 2.5 0.3 -1.1984
C -1.251028 1.449657 1.716370 -0.2 -0.3 1.1 0.4424
O -1.565945 2.531873 2.267162 0.0 0.6 0.0 -0.7717
O -1.969516 0.432176 1.605232 -0.2 -0.2 -0.2 -0.7142
H 0.527205 0.273396 1.087218 -0.5 0.8 0.5 -0.0575
H 0.986328 1.989267 1.477803 -1.3 -0.6 0.4 0.2995
H -0.257719 2.841189 -0.367695 -0.2 -1.9 -0.4 0.3159
H -0.590277 1.053472 -0.978948 -0.6 0.2 0.3 0.2462
H 0.955125 1.702200 -0.910140 0.9 -0.3 0.1 0.3495


Record 16
17
Properties=species:S:1:pos:R:3:forces:R:3:mulliken_charge:R:1 method="wB97M-V/def2-TZVPD" homo_ha=-0.3697 smiles="O=C1CC[C@@H](COO)O1"
O 1.723568 0.525624 2.339660 -0.5 0.4 -2.1 -0.5704
C 1.415746 0.547929 1.162699 0.4 -0.1 1.8 0.5401
C 1.960000 -0.216717 -0.011600 -0.8 0.2 0.1 -0.5123
C 0.623688 -0.681952 -0.602566 0.4 0.2 1.0 -0.5955
C -0.136834 0.630468 -0.511217 -0.2 -0.1 -0.5 0.4469
C -1.661530 0.545186 -0.425667 0.6 0.2 -0.1 -1.1365
O -2.179576 -0.739932 -0.585474 -0.5 -0.1 0.1 -0.2275
O -2.073270 -1.481922 0.633847 0.2 -0.5 0.0 -0.3408
O 0.358999 1.275875 0.671389 0.1 -0.2 0.8 -0.3730
H 2.343629 0.547243 -0.672652 0.7 0.1 -0.3 0.2951
H 2.670157 -0.977834 0.235809 0.4 -0.3 0.1 0.3457
H 0.699090 -1.117231 -1.577515 -0.1 -0.1 -0.5 0.3996
H 0.189433 -1.378372 0.102201 -0.2 -0.5 -0.1 0.3257
H 0.134194 1.221247 -1.379241 0.1 0.5 -0.1 0.2964
H -2.090940 1.126486 -1.226297 -0.3 0.1 -0.4 0.3298
H -1.989248 1.008241 0.500951 -0.2 0.0 0.3 0.4383
H -1.987106 -0.834343 1.345671 -0.2 0.3 0.0 0.3384


Relative energy (zero: lowest compared OMol25 entry of this formula, charge and spin) readings, ordered: 157.3 49.1 95.8 108.5 133.1 82.9 39.5 101.4 60.9 39.7 42.8 154.4 68.1 17.1 31.9 82.5 kcal per mole
LUMO readings, ordered: 0.7 0.4 0.8 0.6 0.2 1.0 0.9 0.9 3.3 0.9 0.6 0.9 0.4 6.5 6.7 0.7 eV
Max |F| readings, ordered: 0.40 0.62 0.59 0.33 0.58 6.42 2.85 0.30 4.08 0.81 3.15 5.55 4.92 2.70 4.50 2.16 eV/Å